Record 1
The following is a quantum chemistry calculation of C46H36N2O5P2S2W as an isolated structure in a non-equilibrium geometry, from the Open Molecules 2025 dataset.

The geometry in XYZ format:
```
94
Properties=species:S:1:pos:R:3:lowdin_charge:R:1
H -3.40 -2.84 -0.81 0.083
C -1.32 -1.79 1.90 -0.375
N -0.07 -3.04 -0.95 -0.031
C 1.05 -5.11 -1.32 0.037
C 3.05 -0.29 2.60 -0.033
S 1.24 -1.38 0.93 0.855
H -4.31 0.39 2.03 0.109
C -1.09 1.29 2.61 -0.109
C 0.52 3.40 1.35 -0.100
C 2.04 -2.94 -2.07 -0.201
C -5.03 0.59 -1.44 -0.038
C -1.36 4.91 1.28 -0.042
C 2.21 -0.03 1.52 -0.358
C -4.91 -1.77 -1.82 -0.046
C -3.64 1.66 3.60 -0.045
C 4.20 1.76 2.10 -0.015
C 2.01 2.37 -1.82 -0.349
C -0.18 4.48 1.88 -0.062
H 0.20 4.99 2.75 0.120
H -1.91 5.75 1.69 0.119
H -2.41 -3.65 4.51 0.125
C 3.34 2.05 -2.11 -0.133
C -1.71 -3.17 3.83 -0.018
O -1.26 0.67 -1.83 -0.562
C 2.13 4.18 -3.40 -0.037
C -2.20 -2.40 2.79 -0.044
O -2.19 0.52 -4.17 -0.194
C -1.07 -5.10 -0.24 0.006
H -3.61 1.41 -0.10 0.097
C 3.45 3.86 -3.68 -0.043
H 1.61 -2.90 3.24 0.113
H -1.52 2.70 -1.26 0.089
C -1.29 2.08 3.73 -0.059
H 3.48 2.90 0.44 0.128
H 1.43 3.11 1.86 0.099
C 0.06 2.73 0.22 -0.329
C -1.06 -3.73 -0.37 -0.107
H -4.64 1.77 4.00 0.118
C 2.34 1.10 0.73 -0.356
N 1.76 -1.63 -2.19 -0.019
H 0.39 3.72 -2.27 0.104
W 0.00 -0.81 -1.17 1.295
H 5.10 2.56 -3.23 0.116
C 3.18 -3.49 -2.59 0.033
C -3.84 -1.86 -0.94 -0.080
C 0.04 -1.95 2.11 -0.358
H -1.87 -3.16 0.04 0.058
H 4.34 -0.70 -4.11 0.130
C 4.04 0.63 2.90 -0.018
C -2.57 2.28 4.22 -0.045
H -5.47 1.56 -1.65 0.121
H 4.97 -3.11 -3.72 0.132
C -0.34 -3.34 4.01 -0.021
C -2.16 0.71 1.95 -0.317
H 0.06 -6.88 -0.64 0.134
H -2.73 2.91 5.09 0.118
H 4.70 0.45 3.73 0.127
C -1.83 4.25 0.16 -0.043
H 3.40 -4.54 -2.45 0.122
H -3.27 -2.27 2.67 0.128
C -3.45 0.87 2.47 -0.077
C -1.13 3.17 -0.37 -0.106
H 2.95 -1.19 3.18 0.113
H -0.08 1.09 2.27 0.079
H -1.91 -5.58 0.23 0.130
H 3.84 1.25 -1.59 0.108
C 4.06 2.80 -3.03 -0.053
C -3.97 0.50 -0.55 -0.114
O 2.21 -2.50 0.79 -0.378
P -1.80 -0.56 0.66 1.065
C 4.06 -2.69 -3.31 0.010
P 1.10 1.43 -0.56 1.059
H 4.01 4.45 -4.40 0.118
H 1.66 5.01 -3.91 0.120
H 0.04 -3.95 4.82 0.125
H 2.27 0.14 -3.09 0.072
H -0.43 2.53 4.23 0.118
S -1.10 0.19 -3.33 0.403
C -5.50 -0.55 -2.08 -0.036
C -3.38 -0.73 -0.25 -0.333
C 2.58 -0.87 -2.93 -0.089
H 1.91 -5.64 -1.71 0.123
C 3.73 -1.37 -3.51 0.004
C 0.98 -3.74 -1.41 -0.196
C 0.55 -2.74 3.14 -0.041
C 0.02 -5.81 -0.73 0.012
O -1.01 -1.31 -2.92 -0.413
H -6.33 -0.48 -2.78 0.122
C 1.41 3.45 -2.47 -0.056
H 4.99 2.47 2.33 0.127
O 0.24 0.61 -3.68 -0.309
H -5.25 -2.67 -2.32 0.119
H -2.74 4.58 -0.33 0.118
C 3.36 2.00 1.03 -0.075
```

Output
* HOMO-LUMO gap (alpha / beta): 7.03 / 6.97 eV
* net charge: +2
* HOMO (alpha / beta): -13.53 / -13.60 eV
* relative energy (zero: lowest compared OMol25 entry of this formula, charge and spin): 0.0 kcal per mole

Record 2
The following is a quantum chemistry calculation of C32H36N6O5Sr as an isolated structure, from the Open Molecules 2025 dataset.

The geometry in XYZ format:
```
80
Properties=species:S:1:pos:R:3:lowdin_charge:R:1
C -0.39 -1.82 4.06 -0.058
C 3.10 -4.54 0.85 -0.063
O -4.04 1.73 -0.63 -0.111
H 1.70 4.37 -0.27 0.072
C 2.71 -2.05 0.39 -0.135
H -0.63 -1.95 0.37 0.102
H -3.97 2.93 1.62 0.065
H 1.06 -3.28 -3.31 0.076
C 2.39 0.45 0.06 -0.036
C 3.55 -3.18 0.40 -0.200
C 1.28 -2.68 -2.43 -0.049
H 0.80 2.88 -0.53 0.049
H -3.60 6.36 1.18 0.095
C 0.02 -4.31 -0.96 -0.059
C -0.90 0.70 3.16 -0.246
H 1.65 0.40 0.86 0.071
H 1.87 0.62 -0.89 0.068
H 3.64 -4.82 1.75 0.082
C 0.04 -1.41 2.77 -0.214
N -4.77 0.73 -0.44 -0.609
C -2.67 5.83 0.98 -0.071
N -1.20 2.46 1.48 -0.064
C -2.55 4.51 1.41 -0.202
Sr -1.75 0.50 0.09 1.499
H -1.63 1.15 5.09 0.094
H 3.32 -5.28 0.07 0.076
H 4.91 0.26 -0.77 0.102
C 4.53 -0.71 -0.46 -0.063
H 0.33 6.25 -0.52 0.094
H -3.35 3.56 3.15 0.073
C -1.25 0.37 4.45 -0.058
H -0.75 -2.55 -1.86 0.096
H -3.46 -2.10 -3.30 0.076
N 1.35 -2.15 0.78 0.004
H 0.08 1.67 -2.30 0.062
C 4.87 -3.04 -0.05 -0.073
N -0.38 -0.17 2.25 -0.001
N -2.90 -1.59 -2.62 0.097
H -3.49 -1.09 -1.97 0.043
O -5.97 0.76 -0.66 0.015
H 0.10 -0.56 -5.98 0.055
C -1.42 -1.09 -4.47 -0.107
C -0.32 4.45 0.44 -0.209
H -1.90 -1.88 -5.05 0.075
C 0.22 0.64 -4.17 -0.175
C -0.48 5.77 0.02 -0.078
H 0.97 -4.75 -0.65 0.048
O 1.74 -3.01 2.86 -0.008
C -1.07 -0.97 4.88 -0.105
C 0.30 -1.88 -0.20 -0.185
C 1.05 -2.23 2.17 -0.395
C 3.22 -0.80 -0.01 -0.178
H 1.36 3.27 1.08 0.082
C 0.18 -2.85 -1.38 -0.380
H -4.53 4.50 2.21 0.070
H 2.05 -4.55 1.10 0.050
H 3.03 1.31 0.24 0.079
C 0.95 3.71 0.17 -0.047
H -1.77 7.49 -0.05 0.082
C 5.36 -1.82 -0.49 -0.105
H 1.05 1.26 -4.51 0.081
C -1.36 3.82 1.14 -0.216
H -1.41 -1.28 5.86 0.082
H 6.38 -1.74 -0.83 0.088
H 1.34 -1.64 -2.76 0.071
H -0.37 -4.90 -1.79 0.073
H 2.26 -2.98 -2.05 0.069
H 5.51 -3.92 -0.05 0.101
O -1.08 3.01 3.71 -0.015
H -0.13 -2.82 4.38 0.098
C -1.65 6.46 0.28 -0.120
H -0.68 -4.40 -0.12 0.083
O -4.22 -0.33 0.00 -0.190
C -1.88 -0.82 -3.21 -0.474
C -1.08 2.18 2.79 -0.522
C -0.31 0.87 -2.93 -0.225
H 0.39 -0.88 -0.64 0.061
N -1.36 0.12 -2.39 -0.114
C -3.67 3.84 2.14 -0.036
C -0.31 -0.36 -5.00 -0.168
```

Output
* HOMO-LUMO gap (alpha / beta): 4.63 / 4.00 eV
* net charge: -2
* HOMO (alpha / beta): -0.11 / 0.53 eV
* relative energy (zero: lowest compared OMol25 entry of this formula, charge and spin): 29.7 kcal per mole

Record 3
The following is a quantum chemistry calculation of a 22-piece molecular cluster, CH47BN2O26PS overall in a non-equilibrium geometry, from the Open Molecules 2025 dataset.

The geometry in XYZ format:
```
79
Properties=species:S:1:pos:R:3:lowdin_charge:R:1
O 5.17 2.74 1.52 -0.038
O -2.14 2.12 3.99 -0.022
O -3.09 -5.79 -3.11 -0.066
P -1.05 0.13 -1.05 0.204
H 3.48 -4.38 1.50 0.061
H 4.92 1.98 2.05 0.052
H -1.57 1.38 0.83 0.151
H 2.04 -1.12 5.25 -0.009
H 3.46 -4.49 -2.55 0.036
O 3.28 0.27 -3.02 -0.048
O 1.84 -1.53 2.98 -0.057
H 0.06 0.27 -5.23 0.009
H -5.56 -4.94 -1.24 0.049
O 0.38 2.91 0.13 0.254
O -1.18 -3.89 -2.27 -0.054
H 1.99 -2.45 2.67 0.012
H 0.10 4.19 4.93 0.058
O 2.14 -1.29 6.19 -0.064
H 2.35 -3.51 -2.93 0.004
H 0.83 3.55 0.72 0.119
C -1.68 -0.42 2.32 -0.254
H -1.78 -2.89 3.37 -0.012
H 1.09 -1.23 2.46 -0.022
N -0.67 -0.27 1.64 0.160
H -2.03 -4.06 -2.71 0.027
H 1.43 6.13 1.89 0.022
N -0.75 0.80 0.62 0.010
H 5.09 -3.75 -3.71 0.018
H 2.31 1.19 0.84 0.143
H 2.58 0.54 -3.62 0.033
O 1.55 1.32 1.42 0.243
H 2.66 4.80 0.46 0.070
O -2.18 5.45 2.59 -0.063
O -4.41 -1.30 -2.43 -0.074
O 3.10 -3.62 -2.33 -0.060
H 3.59 4.05 1.41 0.030
O 5.54 -4.60 -3.66 -0.053
H -2.46 1.28 3.69 -0.011
H 1.03 -0.34 -1.34 0.111
H -2.87 2.51 4.48 0.074
B 0.50 1.75 0.72 -0.780
S -2.26 1.31 -1.91 0.528
O -5.40 -5.73 -1.76 -0.045
H 6.30 -4.43 -3.09 0.045
H 0.94 -3.53 -4.86 0.059
H -4.84 1.52 -2.62 -0.045
H -1.32 -3.08 -1.76 -0.009
H -0.19 3.03 4.00 0.002
H -5.87 1.84 -3.70 0.056
H 6.04 2.51 1.16 0.058
H -2.90 -6.60 -3.59 0.050
H -1.64 5.93 1.95 0.017
H 0.28 5.62 2.76 -0.001
H 2.82 -1.97 6.24 0.032
O -0.09 -0.12 -6.09 -0.053
H -2.35 6.10 3.28 0.045
O 0.80 9.50 1.68 -0.059
O -1.50 -3.81 3.38 -0.035
H -6.23 -5.90 -2.20 0.057
H -2.61 -1.15 -0.69 0.076
H 0.19 -1.04 -5.98 0.007
O -5.77 1.43 -2.83 -0.055
H 2.72 -3.56 0.46 0.032
O 0.57 6.39 2.24 -0.056
H -5.04 -0.60 -2.22 0.009
O 0.72 -2.73 -4.38 -0.051
H 0.26 -3.04 -3.59 0.003
O -1.66 -1.31 -0.86 -0.147
O -2.57 -0.66 3.01 0.280
H 0.56 8.59 1.86 -0.011
H -3.53 -6.09 -2.30 0.022
H 3.46 -0.64 -3.26 0.032
H -0.60 -3.80 3.71 0.041
O 0.29 0.02 -1.85 -0.112
O 0.28 3.87 4.04 -0.044
H 0.36 9.70 0.85 0.030
O 2.82 -3.68 1.41 -0.041
H -4.78 -1.70 -3.23 0.054
O 2.66 4.31 1.29 -0.036
```

Output
* HOMO-LUMO gap: 7.99 eV
* net charge: +1
* HOMO: -12.58 eV